Here is a 7-piece molecular cluster, C11H36O8 overall from the Open Molecules 2025 dataset. Energies are from ωB97M-V/def2-TZVPD.

As for the SMILES: OCCO.CCO.CCO.CCO.CO.CO.CO. The LUMO energy comes out at 0.0114 Eh. For the electronic energy, the calculation gives -1042.4287 Ha. The HOMO energy is -10.23 eV.

Geometry (Å):
C -3.74510 4.89403 0.17278
O -2.33045 5.19397 0.31893
H -4.18704 5.41877 -0.67424
H -4.00396 3.84118 0.06052
H -4.15746 5.09803 1.16094
H -1.95782 4.41100 0.73087
C 10.45246 -3.47651 -1.33873
O 9.50399 -2.57154 -0.86397
H 10.01491 -4.06492 -2.14521
H 11.46047 -3.09684 -1.50567
H 10.53091 -4.27345 -0.59925
H 9.95284 -1.74904 -0.65508
C 2.29247 -6.47177 2.58544
O 3.38564 -6.63372 1.64811
H 1.48502 -5.83963 2.21595
H 1.84771 -7.44796 2.77864
H 2.80166 -6.12929 3.48630
H 3.60999 -5.79344 1.24166
C 0.84384 -0.33332 -0.12712
C 2.32413 -0.05772 -0.53228
O 3.09539 -0.92571 0.30067
O 0.72466 0.02597 1.24534
H 0.54086 -1.35264 -0.36648
H 0.08918 0.14340 -0.75268
H 2.66121 0.96262 -0.34954
H 2.60582 -0.41216 -1.52380
H 4.04498 -0.80800 0.22311
H 1.36722 -0.53460 1.68634
C 2.00385 4.91553 -5.90345
C 2.94183 6.04673 -5.14510
O 3.87604 6.63418 -6.06014
H 1.02313 4.95660 -5.42954
H 2.40986 3.90805 -5.81277
H 1.89598 5.21305 -6.94650
H 3.51345 5.66941 -4.29718
H 2.34742 6.87359 -4.75641
H 4.33435 7.30414 -5.54759
C -5.64663 1.12565 7.81502
C -5.07997 0.56785 6.46048
O -5.04290 1.68558 5.52545
H -6.45216 1.83243 7.61581
H -4.94827 1.78847 8.32596
H -5.89625 0.33773 8.52564
H -5.71880 -0.24568 6.11673
H -4.08394 0.25081 6.76953
H -4.13728 1.83709 5.24527
C -5.74839 -2.57212 -2.94343
C -5.60979 -3.79891 -2.01891
O -6.40666 -3.67072 -0.87120
H -5.20329 -2.78009 -3.86414
H -5.27797 -1.62701 -2.67218
H -6.80007 -2.41457 -3.18265
H -4.58104 -3.97042 -1.70211
H -5.78443 -4.72813 -2.56126
H -7.18170 -3.15572 -1.10714

Cartesian forces, eV/Å:
C 0.52 -0.20 1.10
O -0.84 -0.60 -0.75
H 0.18 0.33 0.39
H 0.61 -0.31 -0.46
H -0.74 0.70 -0.31
H 0.28 0.06 0.03
C -0.17 -1.95 0.63
O -0.23 1.15 0.01
H 0.32 0.62 -0.75
H -0.25 0.20 -0.41
H 0.49 -0.04 0.47
H -0.17 0.03 0.05
C 1.24 -0.25 -0.32
O -0.75 -0.42 -0.17
H 0.23 0.32 0.10
H 0.26 -0.08 -0.11
H -0.82 0.33 0.36
H -0.17 0.10 0.14
C 0.91 0.44 -0.45
C 0.11 -1.14 -0.15
O -0.22 -0.61 1.14
O -0.64 -0.27 -0.71
H 0.65 -0.66 0.61
H 0.32 1.11 0.30
H -0.51 0.22 -0.18
H -0.70 0.62 -0.57
H -0.12 0.31 -0.24
H 0.19 -0.03 0.26
C 1.36 2.05 1.42
C -0.76 -0.88 -1.11
O -0.20 -0.44 -0.14
H 0.02 -0.13 -0.03
H 0.10 0.19 -0.08
H 0.12 -0.07 0.07
H -0.24 -0.60 0.05
H -0.59 -0.24 -0.01
H 0.19 0.11 -0.17
C 0.20 0.40 -0.73
C -0.23 1.92 1.82
O -0.05 -1.05 0.42
H -0.56 -0.56 -0.04
H 0.57 -0.24 -0.16
H -0.33 -0.01 -0.17
H 0.26 0.10 -0.34
H 0.14 -0.44 -0.81
H 0.00 -0.13 0.01
C 0.68 -0.74 -0.53
C 0.73 0.76 -0.41
O -0.14 -0.16 0.42
H -0.30 -0.30 -0.35
H -0.25 -0.12 0.93
H -0.01 0.10 -0.11
H 0.16 0.52 0.29
H -0.76 -0.01 -0.28
H -0.10 -0.05 0.04

Here is C20H25IN5O3PSSeW as an isolated structure from the Open Molecules 2025 dataset. Energies are from ωB97M-V/def2-TZVPD.

The LUMO energy (alpha / beta) comes out at -0.4916 / -0.4916 Eh. For the electronic energy, the calculation gives -4781.1272 Ha. As for the total charge: +4. The HOMO energy (alpha / beta) is -18.96 / -18.96 eV.

Geometry (Å):
W -0.56434 0.41623 -0.22016
N -1.79132 4.02475 1.55107
C -1.73761 3.36754 2.77981
C -1.99710 3.86436 4.04887
C -1.77941 2.99434 5.09512
C -1.30527 1.69624 4.86364
C -1.05647 1.21400 3.59275
C -1.29840 2.06786 2.51842
N -1.12573 1.95845 1.10065
C -1.41163 3.18271 0.61536
C -1.22747 3.39195 -0.79592
C -1.45780 4.42334 -1.64556
S -1.04343 3.95578 -3.23543
C -0.55920 2.43935 -2.69251
N -0.70556 2.26554 -1.38813
H -2.03878 4.99648 1.41397
H -2.33722 4.87855 4.21001
H -1.95882 3.32474 6.10898
H -1.12203 1.05481 5.71496
H -0.67210 0.22115 3.45176
H -1.85059 5.40758 -1.43741
H -0.20441 1.67212 -3.36388
N 1.39044 -3.19996 2.20035
C -0.01440 -2.86599 2.61140
P -0.98451 -2.16948 1.19351
O -0.25040 -2.34372 -0.10145
O -1.30689 -0.68854 1.44711
C -2.58690 -3.10258 1.24435
N -2.95625 -3.69759 -0.08829
H 1.86777 -2.33744 1.88640
H 1.42562 -3.86265 1.42113
H 1.91956 -3.60023 2.98272
H 0.04169 -2.12820 3.41204
H -0.46071 -3.77326 3.01686
H -3.38370 -2.41746 1.53672
H -2.56471 -3.91702 1.96759
H -3.06550 -2.96864 -0.80108
H -3.84166 -4.21361 -0.02087
H -2.24585 -4.34985 -0.43346
C 2.58315 1.60442 -1.82946
C 1.89321 0.33201 -2.16722
O 0.72011 0.08689 -1.62956
C 2.41924 -0.63321 -3.04328
C 3.68501 -0.40786 -3.64919
C 4.20051 -1.32687 -4.53120
C 3.46803 -2.47723 -4.82486
C 2.22225 -2.72569 -4.23293
C 1.70023 -1.82005 -3.34710
H 1.99767 2.22721 -1.16130
H 2.81577 2.16142 -2.73926
H 3.53390 1.38012 -1.33893
H 4.25409 0.48419 -3.42576
H 5.16155 -1.16066 -4.99755
H 3.87393 -3.19603 -5.52648
H 1.68250 -3.62780 -4.48411
H 0.74245 -1.99960 -2.87732
I 1.72451 0.19082 1.34775
Se -2.41700 -0.27370 -1.30366

Cartesian forces, eV/Å:
W -0.17 0.30 -0.01
N 0.03 -0.09 0.02
C -0.01 0.10 0.00
C 0.01 -0.07 0.00
C -0.01 0.03 0.02
C -0.01 0.01 0.01
C -0.02 -0.01 -0.06
C 0.02 -0.01 -0.03
N 0.01 -0.01 0.18
C -0.06 0.10 -0.10
C 0.01 -0.01 0.06
C -0.04 -0.08 -0.04
S 0.11 0.02 0.03
C -0.12 0.05 0.06
N 0.10 -0.04 -0.11
H -0.01 0.00 0.00
H 0.00 0.00 -0.01
H 0.00 -0.02 0.00
H 0.01 -0.01 -0.01
H 0.00 -0.01 0.01
H -0.02 -0.01 0.00
H -0.01 0.00 0.00
N -0.04 0.08 -0.05
C 0.12 0.00 0.04
P 0.11 -0.02 -0.03
O -0.11 -0.20 0.14
O 0.12 -0.10 -0.18
C -0.11 -0.01 -0.05
N 0.08 0.01 0.08
H 0.04 -0.02 0.01
H -0.02 -0.01 -0.01
H -0.01 0.00 0.02
H -0.01 -0.01 0.00
H -0.06 0.02 -0.03
H 0.00 0.00 0.00
H 0.02 0.00 0.00
H -0.03 0.00 -0.04
H -0.02 0.02 -0.01
H 0.01 0.01 -0.01
C 0.03 0.05 -0.05
C -0.06 -0.29 0.07
O -0.04 0.02 -0.01
C 0.07 0.14 0.04
C 0.04 -0.03 -0.06
C -0.03 0.04 0.05
C 0.00 -0.05 -0.03
C 0.02 0.03 0.01
C -0.04 -0.04 -0.01
H -0.04 -0.01 0.00
H 0.02 0.01 0.01
H 0.00 0.02 -0.02
H -0.01 0.00 0.00
H 0.00 0.00 0.00
H -0.01 0.00 0.00
H 0.00 0.00 0.00
H 0.00 0.01 0.00
I 0.03 0.05 0.02
Se 0.11 0.00 0.07

Here is a 2-piece molecular cluster, C2H3N3O2 overall from the Open Molecules 2025 dataset. Energies are from ωB97M-V/def2-TZVPD.

As for the SMILES: [H]/N=N/N=O.C=C=O. The LUMO energy (alpha / beta) comes out at -0.0080 / -0.0080 Eh. For the electronic energy, the calculation gives -392.5357 Ha. The HOMO energy (alpha / beta) is -9.29 / -9.29 eV.

Geometry (Å):
C -0.00969 -1.42804 -0.95250
C 1.24381 -1.18432 -1.11056
N -0.63471 1.38156 0.96150
N -1.21896 2.44917 0.83598
N -0.45647 0.40590 1.56758
O 0.34305 -0.43356 1.87320
O -1.14983 -1.62404 -0.82394
H 1.97040 -1.97044 -1.06252
H 1.61783 -0.18867 -1.24522
H -1.70542 2.59246 -0.04353

Cartesian forces, eV/Å:
C -1.59 -0.20 0.03
C 1.29 0.15 -0.20
N -0.20 -0.04 -1.35
N -0.37 1.95 0.76
N -0.76 -0.96 0.97
O 0.98 -0.38 0.16
O 0.46 0.07 0.00
H 0.03 -0.35 0.07
H -0.16 0.32 -0.05
H 0.31 -0.57 -0.39

Here is C32H25Br2CoF4N7O2PS as an isolated structure from the Open Molecules 2025 dataset. Energies are from ωB97M-V/def2-TZVPD.

The expectation value of S² is 0.81. The LUMO energy (alpha / beta) comes out at -0.1149 / -0.1034 Eh. For the electronic energy, the calculation gives -9437.8500 Ha. Its spin multiplicity is 2. As for the total charge: +1. The HOMO energy (alpha / beta) is -10.95 / -10.95 eV.

Geometry (Å):
Co 0.67140 -1.16252 0.68983
C 3.09646 1.24832 4.83794
C 2.53870 -0.10660 4.62491
N 2.43118 -1.04316 5.51161
N 1.85622 -2.08477 4.83010
C 1.60893 -1.81633 3.54970
S 0.94234 -2.79739 2.35142
N 2.06711 -0.55565 3.40498
N 1.93902 0.14469 2.20539
H 3.34872 1.35745 5.88919
H 2.36777 2.01130 4.56148
H 4.00230 1.39642 4.24694
H 1.61034 -2.93027 5.31716
H 2.79326 0.66875 2.03979
H 1.15245 0.84385 2.31562
F -2.78928 -3.76733 -5.20924
C -2.22040 -2.95558 -4.33695
C -2.16439 -1.59754 -4.58595
F -2.69216 -1.10732 -5.69647
C -1.55556 -0.75682 -3.67070
F -1.55133 0.54122 -3.96655
C -0.98551 -1.22709 -2.49229
P -0.27207 -0.05997 -1.26499
C -1.69650 1.05852 -1.08887
C -1.65512 2.40375 -1.43142
C -2.81860 3.16169 -1.38374
C -4.01835 2.57756 -1.00679
C -4.05742 1.23614 -0.64477
C -2.89701 0.48166 -0.66979
C 1.02919 0.88882 -2.10079
C 1.72292 1.76258 -1.25712
C 2.75737 2.54074 -1.75035
C 3.12040 2.43864 -3.08838
C 2.44757 1.56085 -3.92408
C 1.40426 0.78720 -3.43404
C -1.09658 -2.60144 -2.24969
Br -0.51593 -3.38687 -0.63594
C -1.68975 -3.45554 -3.15957
F -1.77923 -4.75906 -2.92558
H -0.73087 2.85793 -1.76447
H -2.78821 4.20638 -1.66447
H -4.92490 3.16877 -0.98876
H -4.98768 0.78286 -0.32809
H -2.92562 -0.56159 -0.37411
H 1.43883 1.83681 -0.21034
H 3.28119 3.22526 -1.09558
H 3.93237 3.04125 -3.47464
H 2.73058 1.47929 -4.96528
H 0.90523 0.09558 -4.10015
Br -1.67496 -1.17881 4.80376
C -2.95349 -0.06006 3.95811
C -4.22349 0.01635 4.50246
C -5.15569 0.86548 3.92517
C -4.81070 1.63717 2.82586
C -3.53535 1.54972 2.29178
C -2.59827 0.68378 2.84171
C -1.20812 0.64191 2.27510
O -0.46151 1.59254 2.56167
O -0.93906 -0.36426 1.53128
H -4.47799 -0.57519 5.37048
H -6.15040 0.92884 4.34606
H -5.53143 2.31839 2.39219
H -3.25125 2.16116 1.44390
N 3.47713 -2.29467 -3.78149
C 3.52778 -1.94459 -2.47221
C 2.37106 -1.94676 -1.67211
N 2.40714 -1.60101 -0.39696
C 3.60310 -1.28483 0.12132
C 4.72610 -1.26579 -0.68093
N 4.70010 -1.57024 -1.97284
H 2.66032 -2.71702 -4.18084
H 4.34393 -2.33818 -4.28852
H 1.42425 -2.24349 -2.09612
H 3.65988 -1.09064 1.17805
H 5.68729 -0.99122 -0.26304

Cartesian forces, eV/Å:
Co -0.33 0.59 -0.46
C -0.01 -0.02 0.02
C 0.02 0.02 0.15
N -0.11 0.01 -0.28
N -0.06 -0.07 0.18
C 0.10 -0.32 -0.02
S 0.16 0.14 0.05
N -0.04 0.31 -0.13
N -0.78 0.96 0.02
H -0.01 0.01 -0.01
H -0.01 0.00 0.00
H -0.01 0.01 0.00
H 0.04 -0.02 0.00
H 0.06 -0.15 -0.07
H 0.20 -0.27 0.05
F 0.01 0.01 0.02
C -0.05 -0.04 -0.07
C -0.05 0.00 -0.10
F 0.03 -0.01 0.02
C 0.00 0.06 0.00
F 0.08 0.00 0.06
C 0.06 -0.10 0.02
P 0.24 0.12 0.26
C -0.04 -0.09 0.14
C 0.02 0.03 0.00
C 0.01 0.00 0.00
C -0.03 -0.05 -0.06
C 0.00 -0.02 -0.26
C -0.03 -0.06 -0.22
C -0.02 0.08 0.08
C 0.01 -0.02 -0.03
C 0.00 -0.02 -0.03
C 0.01 0.01 0.04
C 0.02 0.00 -0.01
C 0.01 -0.06 -0.02
C 0.03 0.06 0.09
Br -0.16 -0.07 0.09
C -0.02 -0.03 0.00
F 0.00 0.03 0.01
H -0.01 0.01 0.00
H 0.01 -0.01 0.02
H 0.01 0.00 0.00
H 0.02 0.00 0.00
H -0.01 0.02 0.02
H -0.02 0.03 -0.02
H -0.01 -0.01 0.00
H -0.02 -0.01 0.00
H 0.01 -0.02 0.01
H -0.04 0.03 0.00
Br 0.04 -0.01 0.00
C -0.02 -0.01 -0.12
C -0.05 0.01 0.00
C -0.04 -0.03 0.01
C 0.03 0.02 -0.01
C 0.08 0.12 0.15
C -0.07 -0.07 0.09
C 0.19 0.35 0.10
O 0.48 -0.63 -0.37
O 0.24 -0.66 0.14
H 0.01 0.00 0.01
H 0.01 0.00 0.01
H -0.01 -0.01 -0.01
H 0.02 0.00 0.27
N -0.01 0.13 0.08
C 0.06 -0.05 -0.09
C 0.00 -0.04 0.05
N -0.39 -0.04 0.19
C 0.07 -0.13 0.01
C 0.02 -0.01 -0.02
N 0.04 0.00 0.05
H 0.00 -0.03 0.01
H 0.00 -0.04 -0.01
H -0.01 0.06 -0.02
H 0.00 0.01 -0.03
H -0.01 -0.01 -0.01

Here is C20H15CoN7O3 as an isolated structure from the Open Molecules 2025 dataset. Energies are from ωB97M-V/def2-TZVPD.

The expectation value of S² is 0.76. The LUMO energy (alpha / beta) comes out at -0.0317 / -0.0328 Eh. For the electronic energy, the calculation gives -2762.9674 Ha. Its spin multiplicity is 2. The HOMO energy (alpha / beta) is -7.55 / -7.50 eV.

Geometry (Å):
Co -0.93205 0.17796 0.62479
O 1.60375 -1.21117 -3.50420
C 0.57127 -2.07567 -3.57418
C 0.32417 -2.69123 -4.79987
C -0.72229 -3.58556 -4.93147
C -1.54803 -3.87695 -3.85044
C -1.32030 -3.24934 -2.63921
C -0.26908 -2.34908 -2.47953
C -0.11613 -1.64462 -1.17827
O -1.15593 -1.52503 -0.43728
N 1.06747 -1.13914 -0.90119
N 0.96434 -0.48187 0.32333
C 1.85794 -0.68645 1.20316
C 1.61682 -0.35932 2.60096
C 2.70526 -0.25212 3.47410
C 2.54049 -0.11250 4.83468
C 1.24202 -0.13009 5.34967
C 0.15130 -0.26080 4.51888
C 0.28967 -0.35738 3.11526
O -0.79853 -0.43760 2.39171
H 1.74254 -1.00560 -2.54544
H 0.97838 -2.46337 -5.63084
H -0.89248 -4.06585 -5.88698
H -2.35997 -4.58371 -3.95480
H -1.96170 -3.43602 -1.78788
H 2.76214 -1.23189 0.93020
H 3.70367 -0.28959 3.05148
H 3.39548 -0.01966 5.48959
H 1.08591 -0.04834 6.41868
H -0.85553 -0.28885 4.91720
N -1.59776 1.94182 -3.01290
C -1.51972 0.79418 -2.33447
N -1.26637 1.08523 -1.07522
C -1.20191 2.44173 -1.04782
N -1.39541 3.00910 -2.21080
C -0.91832 3.05249 0.24748
C -0.80296 4.41189 0.47751
N -0.52603 4.88798 1.68587
C -0.36766 3.99572 2.65412
C -0.48671 2.62618 2.44132
N -0.76069 2.15062 1.23147
H -1.75410 2.07312 -3.99819
H -1.63261 -0.19270 -2.75598
H -0.93505 5.11784 -0.33250
H -0.14083 4.37083 3.64382
H -0.36447 1.91484 3.24415

Cartesian forces, eV/Å:
Co 0.33 0.02 0.13
O 0.04 -0.02 0.21
C 0.01 -0.04 0.06
C -0.06 -0.04 -0.01
C 0.02 0.01 -0.02
C -0.01 0.00 0.02
C -0.07 -0.01 -0.07
C 0.11 0.04 -0.02
C -0.04 -0.04 -0.09
O -0.10 -0.01 0.13
N 0.00 0.07 -0.05
N 0.04 0.04 -0.17
C -0.03 -0.01 0.04
C 0.04 0.01 -0.03
C 0.01 0.00 0.01
C -0.02 0.00 0.00
C 0.01 0.00 -0.01
C 0.00 0.00 0.00
C -0.02 0.03 -0.02
O -0.05 -0.02 -0.01
H -0.05 0.02 -0.09
H 0.01 0.01 0.00
H 0.00 0.00 0.00
H 0.00 0.00 0.00
H 0.02 0.01 0.01
H -0.01 -0.02 0.01
H 0.00 0.00 0.00
H 0.00 0.00 0.00
H 0.00 0.00 0.00
H 0.00 0.00 0.01
N 0.03 0.01 0.01
C 0.02 0.01 0.03
N -0.09 -0.03 -0.09
C 0.03 0.00 0.04
N -0.01 -0.01 -0.01
C 0.06 -0.02 -0.03
C 0.02 -0.01 0.00
N 0.01 0.01 0.01
C 0.00 -0.02 0.01
C -0.05 0.02 -0.01
N -0.19 0.02 0.01
H -0.01 0.00 0.00
H -0.02 0.01 -0.01
H -0.01 0.00 0.00
H 0.00 0.00 0.00
H -0.01 -0.03 0.00